Below is a structure of composition C29H89F3HfN4O30S3 in a non-equilibrium geometry, with properties calculated with ωB97M-V with the def2-TZVPD basis set.

- Kohn-Sham gap: 3.8 eV
- LUMO energy: 3.094 eV
- Net charge: -2

Each line ends with the Löwdin charge.
Element x y z (Å)
H1 -4.50869 2.42732 -2.43043  0.11
H2 2.13810 5.34283 -3.34822  0.12
H3 -3.38479 2.98696 -5.45674  0.12
H4 2.99816 -1.10015 -3.63559  0.12
C1 -6.66696 -1.14339 7.02586  -0.14
H5 1.08476 -4.49583 -0.74823  0.08
F1 -3.61846 3.82284 4.51169  0.09
H6 1.37062 -2.63273 -5.82575  0.08
N1 1.91442 -2.30586 -2.24484  -0.06
H7 3.30779 -0.60240 2.43690  0.01
H8 0.65395 0.50369 -5.89643  0.09
C2 -3.70114 -2.90651 2.99115  -0.19
H9 5.62067 0.78088 -0.67092  0.10
H10 -5.55871 -3.66343 3.68588  0.12
C3 -4.62697 -4.08617 3.31004  -0.25
C4 -0.15726 5.17566 -1.09877  -0.09
C5 5.85487 2.21642 -6.45298  -0.09
H11 2.11285 -3.20364 -1.82685  0.10
O1 1.01936 0.23774 3.84773  -0.44
H12 6.36087 3.74391 -4.60714  0.11
H13 -0.48575 -1.67658 3.93429  0.00
H14 0.54919 -1.54650 -3.69505  0.10
H15 2.57009 4.93034 -1.69442  0.15
C6 -2.75314 2.49796 -4.71513  -0.17
O2 -3.08365 3.01801 -0.96865  -0.17
H16 3.09868 2.21889 -1.85802  0.01
H17 5.28120 1.85689 -7.30722  0.08
H18 -1.79611 0.30020 -1.81156  0.06
H19 -0.54992 -3.88360 -4.20040  0.12
S1 2.25023 3.21025 2.33068  0.24
H20 -1.55832 -1.24961 -2.36339  0.03
O3 1.40634 1.79645 5.65542  -0.31
H21 -1.20132 -4.18825 0.15152  0.07
H22 0.91196 -3.51152 5.35051  0.04
H23 1.83660 -2.42018 2.65924  0.03
O4 3.60443 2.69927 2.12051  -0.38
H24 -0.63159 5.62690 -1.97026  0.07
O5 0.57619 -0.51173 6.00219  -0.34
F2 -3.12446 2.06830 5.45946  0.17
H25 -0.08126 -2.35888 -2.25029  0.09
H26 -1.06803 2.79854 -5.95759  0.12
H27 5.59123 0.67710 5.01301  -0.01
H28 0.29831 4.43145 -3.31477  0.11
Hf1 0.46975 0.01492 1.73454  2.06
H29 5.19496 -1.89445 -2.85844  0.11
O6 -1.15975 1.35605 2.91865  -0.45
C7 0.95846 3.91045 -2.62133  -0.28
H30 3.78083 -2.67676 4.01143  0.06
O7 0.44896 -2.76226 4.97570  -0.07
H31 -0.12962 2.43847 -0.14805  0.05
O8 1.66829 -0.36594 -0.35411  -0.11
C8 4.37080 -1.79104 -2.15263  -0.23
H32 6.47964 -0.42074 -1.38862  0.08
C9 -4.38357 -1.53723 6.39093  -0.19
H33 3.22373 -2.82339 -3.80312  0.10
H34 1.23196 -6.19191 -0.22839  0.12
H35 0.51494 5.95198 -0.73330  0.09
H36 -1.62754 1.30063 -6.15244  0.11
O9 -0.94700 -1.45074 3.12654  -0.11
O10 4.93569 1.36777 4.91573  -0.07
C10 5.43102 3.24295 -4.33786  -0.19
H37 0.43184 -4.56190 -2.91186  0.10
S2 1.42951 0.37211 5.23592  0.31
H38 -6.50014 -0.06634 7.04119  0.08
H39 -4.66803 -1.46461 3.97196  0.11
H40 1.82582 -4.12266 -6.66460  0.08
C11 3.10884 -2.02519 -3.06979  -0.14
O11 -0.48337 1.52807 -4.48084  -0.19
O12 2.85097 0.05277 5.23707  -0.37
H41 -0.80218 5.12411 -0.22155  0.10
H42 -4.36022 1.78823 0.03424  0.09
H43 -3.23129 -0.73604 -2.25837  0.07
H44 -5.82022 -6.55843 1.54912  0.08
C12 5.54441 -0.29265 -0.84361  -0.13
H45 -2.78778 -3.49249 2.88872  0.12
H46 -4.89071 3.85660 -1.44064  0.12
H47 -1.11487 -5.65291 0.89905  0.07
H48 5.62663 2.38547 -3.69399  0.11
O13 2.86370 1.96823 -0.96460  -0.02
H49 -4.24875 -0.50632 6.06357  0.11
H50 3.46937 2.46018 -0.41017  0.05
H51 0.23205 -3.90003 -6.19880  0.08
H52 4.58874 5.02648 -3.99833  0.11
S3 -1.48514 2.73187 3.49736  0.64
H53 6.23901 1.32940 -5.94925  0.08
C13 -4.08637 3.27604 -1.89245  -0.21
H54 -2.90848 5.08725 -2.34031  0.10
O14 1.42429 -4.24691 -4.54665  -0.19
C14 -3.48901 -2.38660 5.41907  -0.16
O15 4.82350 2.80801 -5.59747  -0.22
H55 -5.09352 -6.58576 3.06235  0.07
H56 6.68512 2.89910 -6.63392  0.08
C15 -2.36640 -1.13259 -0.34269  -0.45
C16 -5.69830 -5.93266 2.43322  -0.13
N2 -2.30229 3.46364 -3.66573  -0.04
O16 -1.67551 3.66582 2.34863  -0.34
H57 1.92076 0.42509 -0.83031  0.01
O17 4.41964 -0.55141 -1.56304  -0.17
C17 0.41641 -3.81058 -3.70140  -0.20
H58 4.88532 4.19397 -2.42186  0.14
F3 -4.10205 1.98763 3.48233  0.11
O18 -5.77505 -1.78769 6.18419  -0.19
H59 -3.93518 4.84702 -3.44603  0.10
O19 2.00657 3.51891 3.74614  -0.34
H60 -2.44825 -2.16243 5.65290  0.11
H61 -1.10387 -5.62015 -0.89293  0.07
C18 4.49078 4.09938 -3.43354  -0.23
H62 -6.56936 -5.84671 3.08281  0.09
H63 -7.66286 -1.30560 6.61358  0.09
H64 -1.82330 -1.81891 3.23960  0.01
C19 2.27787 4.51142 -2.65735  -0.18
H65 1.08167 0.41067 -4.18975  0.07
H66 -2.91191 -2.07439 -0.28304  0.08
C20 -1.47155 2.00185 -5.33265  -0.26
C21 0.82277 -5.21473 0.02807  -0.33
H67 -3.63668 -3.41026 5.76319  0.11
H68 1.29172 -3.02981 1.38513  0.03
H69 1.02000 2.86601 -2.92701  0.11
C22 0.75713 1.08639 -4.98105  -0.08
O20 1.32790 2.09718 1.97041  -0.47
H70 1.84673 -1.08099 -0.96491  0.00
C23 -3.28025 4.20342 -2.85870  -0.19
H71 -1.79952 2.91291 -2.98454  0.09
H72 2.94454 3.24894 -4.28537  0.10
N3 3.18407 3.59010 -3.36540  -0.08
O21 2.00415 4.42412 1.56829  -0.38
H73 -3.03093 2.37003 0.99073  0.06
H74 2.33944 -4.92793 1.10232  0.11
H75 3.41698 -1.23513 4.29638  -0.01
C24 0.68499 -2.39515 -3.02465  -0.15
C25 -0.71772 -5.15541 0.01426  -0.05
H76 -4.35526 3.37252 0.67235  0.10
H77 -2.99395 -0.49786 0.28291  0.09
O22 1.37738 -2.19721 1.84952  -0.08
H78 -6.54219 -1.42776 8.07069  0.08
C26 -3.70605 2.64763 0.18126  -0.16
H79 -3.34370 1.74889 -4.18763  0.10
H80 -3.94430 -2.56563 1.98478  0.12
N4 -3.76462 -1.90770 4.05927  -0.04
H81 5.62317 -0.83544 0.09834  0.10
H82 3.29706 0.88213 2.14038  0.03
H83 -3.86759 -1.50411 7.35049  0.13
C27 -3.19494 2.56732 4.28109  -0.70
H84 -1.45835 1.72388 -0.02263  0.02
O23 1.39123 -4.81566 1.20172  -0.05
O24 -0.49662 3.13478 4.54073  -0.27
H85 1.53681 1.84800 -4.99274  0.07
O25 -4.79640 -4.86267 2.13503  -0.18
H86 4.09795 0.92373 5.04704  -0.07
H87 4.57465 -2.61879 -1.47339  0.12
O26 3.54840 -1.85505 3.57898  -0.06
O27 -1.13868 -1.18246 0.32311  -0.39
C28 -2.26476 -0.68241 -1.75731  -0.10
H88 0.50929 -2.08259 5.64698  -0.03
O28 0.31896 3.86227 -1.38549  -0.17
H89 -4.25744 -4.74339 4.09719  0.11
O29 2.81565 0.07262 1.96960  -0.12
C29 1.24384 -3.71526 -5.83790  -0.12
O30 -0.52758 1.63261 0.18127  -0.08

Forces on the atoms, in the same order (eV/Å):
0.11 -0.47 0.26
0.45 0.86 0.17
0.18 0.05 -0.10
-0.34 0.18 0.10
0.21 0.88 0.16
0.45 -0.12 -0.42
-0.50 0.75 -0.57
0.15 0.21 -0.08
0.98 0.25 -1.39
-0.10 -0.49 0.07
0.09 0.22 -0.34
-0.49 -2.14 0.64
-0.68 0.02 0.54
-0.57 -0.15 -0.14
-0.39 0.54 -0.42
-0.61 0.23 1.39
-1.81 -0.22 1.42
-0.23 -0.17 0.27
-1.70 -1.68 -4.44
0.03 0.29 0.40
0.51 0.02 0.42
0.18 -0.09 0.07
0.66 -0.71 0.10
0.48 0.80 2.37
-0.08 -0.41 -0.05
0.05 0.25 -0.62
0.49 0.38 -0.35
-0.46 0.41 0.04
-0.27 0.34 0.03
0.12 2.72 4.65
-0.24 -0.50 0.25
-1.01 -3.25 0.23
0.75 0.60 -0.47
0.01 -0.27 -0.11
0.42 0.43 0.84
1.57 -1.13 -1.27
-0.48 -0.28 -0.18
-0.75 -1.45 1.68
-0.24 -2.28 1.72
-0.36 0.32 -0.23
0.19 0.93 0.33
0.13 -0.15 0.04
-0.25 -0.15 -0.30
0.20 3.13 1.72
0.57 0.13 -0.35
-1.63 0.66 0.59
-2.06 -2.02 0.00
0.18 -0.15 0.04
-0.04 -2.22 -0.70
0.80 0.72 0.18
-1.18 0.45 1.20
-0.03 -1.20 -2.03
0.23 -0.81 -0.58
1.38 1.28 -1.96
0.65 -0.12 0.07
-0.43 -0.29 -0.35
1.25 -0.51 -0.21
-0.62 -0.96 0.11
0.39 0.33 -0.69
2.01 0.82 -0.24
-0.82 -1.13 0.63
-0.25 0.14 0.32
0.64 7.09 2.00
0.08 0.40 -0.25
-0.04 0.09 0.38
0.81 -0.36 0.73
0.52 0.54 1.51
-0.52 -0.06 1.21
1.94 -3.32 0.47
-0.48 -0.39 -0.29
-0.14 -0.45 -0.29
-0.18 0.34 -0.14
-0.59 0.53 -0.21
1.68 1.15 0.75
0.97 1.01 0.14
-0.23 -0.03 0.15
0.02 -0.70 -0.09
0.48 -0.66 -0.46
-0.15 -0.32 -0.35
0.21 0.37 -0.12
-0.07 0.17 1.11
-0.48 0.01 0.23
-0.59 1.14 0.53
5.28 0.52 -1.60
0.24 -0.10 0.10
1.53 2.77 -1.89
1.18 -0.81 0.81
1.01 -0.60 -1.79
-1.08 1.74 1.25
1.29 0.40 0.50
0.20 -0.55 0.37
-0.20 0.16 -0.36
1.11 0.24 2.04
2.35 -1.52 0.19
-0.18 0.91 0.04
-0.75 -1.11 2.14
0.57 1.09 0.27
-1.76 0.09 -0.80
0.42 0.99 1.46
0.41 0.13 -0.15
-0.09 -0.50 0.34
0.95 -1.54 0.15
-0.66 -0.77 -1.14
0.69 -0.36 -1.37
0.09 0.14 0.11
0.03 -0.06 0.06
1.90 0.31 -2.16
-0.48 1.21 -0.65
-0.04 -0.22 0.38
-0.35 0.57 -0.40
0.71 0.94 -2.14
0.26 -0.20 -0.13
0.04 -0.85 -0.19
0.70 0.15 -2.56
-1.60 0.39 -2.27
-0.33 -0.55 -0.95
-0.61 -0.25 -0.28
0.02 -0.03 -0.16
-0.52 -0.50 1.06
-2.53 -2.93 -2.35
-0.30 -1.00 -0.30
-1.87 -0.11 -1.14
0.56 -0.06 0.04
-0.90 0.43 0.08
0.53 -0.73 1.29
-0.29 0.18 -2.10
0.46 0.11 -0.31
0.16 0.08 0.25
-0.82 1.75 1.55
-1.01 -1.78 0.56
0.05 -0.55 1.19
0.03 0.82 -0.40
-0.67 0.73 -0.37
-0.21 1.03 -0.40
-0.33 -0.50 0.15
-0.74 -1.74 3.12
-0.06 -0.66 -0.48
-0.05 0.59 0.26
0.46 -1.18 -0.95
-0.22 -0.05 0.15
0.12 2.08 0.19
-1.05 -0.81 0.85
1.37 2.09 -1.51
-0.25 -0.24 0.11
0.60 0.43 2.01
-4.35 -0.83 -2.30
-0.24 0.35 -0.62
-1.91 0.11 0.31
-1.21 -0.10 0.20
-0.52 -0.19 0.61
0.60 -1.99 -1.05
1.39 0.07 0.55
0.40 0.50 -0.89
0.28 1.94 0.80
-0.33 1.64 0.40
0.34 0.02 0.19
-0.36 -1.41 -0.91
-0.63 0.54 -0.51
0.04 -1.22 -0.07


Below is a structure of composition C2AgF3NO7S2 in a non-equilibrium geometry, with properties calculated with ωB97M-V with the def2-TZVPD basis set.

- Kohn-Sham gap: 8.5 eV
- LUMO energy: 1.960 eV
- Net charge: -1

Each line ends with the Löwdin charge.
Element x y z (Å)
F1 2.97946 1.15213 1.75214  0.14
F2 2.73097 1.41662 -0.37798  0.13
O1 -0.72558 2.78236 0.32884  -0.30
O2 -2.48937 -1.29784 -0.15837  -0.07
O3 -0.95013 0.87778 -1.19366  -0.42
O4 -2.25520 0.95460 0.89029  -0.26
Ag1 -1.13759 -1.29526 -1.80344  0.76
O5 0.80967 -1.22863 -0.62296  -0.43
C1 -3.10041 -0.52825 0.57150  -0.57
O6 -4.14032 -0.56294 1.17020  0.09
S1 -0.89186 1.34292 0.20495  0.49
S2 1.28318 -0.55998 0.61920  0.65
N1 0.26101 0.56767 1.00614  -0.32
O7 1.85983 -1.64420 1.42070  -0.32
F3 3.93864 -0.16847 0.37987  0.13
C2 2.82994 0.52408 0.59641  -0.70

Forces on the atoms, in the same order (eV/Å):
-0.24 0.09 0.28
-0.12 0.60 -0.35
0.03 -1.69 0.32
-0.51 0.52 0.89
0.20 0.92 0.62
0.59 -0.59 -0.51
0.49 -0.09 -0.65
1.62 1.12 0.21
-0.67 -0.70 0.40
1.20 1.05 -0.29
-1.28 0.14 -0.84
-0.94 -1.45 -1.37
1.07 -0.90 1.18
-1.28 1.89 0.99
0.36 -0.57 -0.11
-0.50 -0.33 -0.78


Below is a structure of composition C2BeF6NO4S2 in a non-equilibrium geometry, with properties calculated with ωB97M-V with the def2-TZVPD basis set.

- Kohn-Sham gap: 6.6 eV
- LUMO energy: 2.331 eV
- Net charge: -1

Each line ends with the Löwdin charge.
Element x y z (Å)
N1 0.70084 0.90894 -0.36758  -0.36
F1 0.38478 -1.63557 -3.35901  0.12
C1 -0.04455 -0.62623 -2.61263  -0.71
S1 1.23193 -0.16200 -1.33734  0.50
S2 -0.71518 -0.17155 1.22304  1.16
O1 -1.95444 -0.98958 1.38538  -0.43
O2 2.39033 0.11416 -2.19650  -0.35
O3 1.13928 -0.91429 1.96997  -0.42
F2 -1.18251 -1.00083 -2.04513  0.12
F3 -1.32525 0.79959 3.59356  0.12
O4 1.17226 -1.41316 -0.46688  -0.35
F4 -0.29271 0.41634 -3.39516  0.12
C2 -1.04335 1.26558 2.38362  -0.79
F5 0.00429 2.07240 2.48344  0.12
Be1 1.61279 -0.63205 0.80045  0.01
F6 -2.07852 1.96824 1.94076  0.13

Forces on the atoms, in the same order (eV/Å):
2.43 -0.60 -1.60
0.14 -0.47 -0.58
0.70 0.16 0.88
-1.30 4.09 0.49
-1.21 -3.25 -0.87
1.40 1.30 1.04
-0.71 -1.29 0.73
-3.94 -0.07 6.87
-0.58 -0.10 0.26
-0.30 -0.06 0.44
1.75 -2.02 -1.86
-0.11 0.30 -0.38
0.88 -0.08 0.56
0.10 0.13 -0.06
1.05 1.97 -5.72
-0.29 0.01 -0.22


Below is a structure of composition C2BeFLiO2 in a non-equilibrium geometry, with properties calculated with ωB97M-V with the def2-TZVPD basis set.

- Kohn-Sham gap: 6.2 eV
- LUMO energy: -0.736 eV

Each line ends with the Löwdin charge.
Element x y z (Å)
Li1 -1.70887 0.79744 -1.07664  0.80
O1 1.39800 -1.30667 -0.00259  -0.09
Be1 1.25658 -0.26062 1.34578  0.61
C1 0.40528 -0.45386 -0.14063  -0.52
F1 -0.37365 -0.65840 -1.34034  -0.06
C2 0.02806 0.52742 0.71904  -0.41
O2 -1.00540 1.35470 0.49537  -0.34

Forces on the atoms, in the same order (eV/Å):
0.39 0.03 0.49
0.37 0.64 1.46
0.80 -0.99 -0.35
-1.01 -0.47 -1.80
0.19 0.30 0.54
-1.52 1.38 -0.31
0.79 -0.89 -0.03


Below is a structure of composition C2Br2F3I in a non-equilibrium geometry, with properties calculated with ωB97M-V with the def2-TZVPD basis set.

- Energy above the lowest of the compared OMol25 structures with the same formula, charge and spin: 1.970 eV
- Kohn-Sham gap (alpha / beta): 5.6 / 8.8 eV
- LUMO energy (alpha / beta): -3.371 / -1.633 eV

Each line ends with the Löwdin charge.
Element x y z (Å)
C1 0.14260 -0.12976 -0.56470  -1.16
Br1 0.06460 -1.73477 0.38262  0.64
I1 0.79449 -0.32978 -2.45736  0.96
Br2 2.03991 -3.44441 2.01569  -0.04
C2 -0.58437 1.13335 0.05316  -0.73
F1 -1.27476 0.74194 1.11554  0.11
F2 -1.46561 1.64344 -0.85312  0.09
F3 0.28315 2.11999 0.30816  0.14

Forces on the atoms, in the same order (eV/Å):
-0.82 0.30 1.16
-0.10 0.38 0.12
0.13 0.53 -0.44
-0.03 0.14 -0.08
0.42 -1.33 -2.09
0.32 0.72 0.26
0.41 -0.34 0.51
-0.34 -0.40 0.55


Below is a structure of composition C2BrClF2 in a non-equilibrium geometry, with properties calculated with ωB97M-V with the def2-TZVPD basis set.

- Energy above the lowest of the compared OMol25 structures with the same formula, charge and spin: 4.034 eV
- Kohn-Sham gap: 7.6 eV
- LUMO energy: -1.468 eV

Each line ends with the Löwdin charge.
Element x y z (Å)
Cl1 1.49420 -1.89927 1.31755  0.61
F1 -1.61863 0.25089 0.35055  0.02
C1 1.24505 -0.35302 0.82238  -1.17
Br1 2.67674 0.48752 0.04591  0.66
C2 -0.69733 -0.06648 -0.55427  -0.11
F2 -0.60229 1.00933 -1.39117  -0.01

Forces on the atoms, in the same order (eV/Å):
0.41 -1.04 0.18
0.87 0.07 -1.15
-1.38 1.21 -0.06
0.80 0.06 -0.34
-0.45 0.95 -0.24
-0.25 -1.25 1.61


Short version: E = -5176.6140 -1900.6481 -1842.2449 -348.7958 -5821.4352 -3309.9543 a.u., in the order given.